[1]
{
  "formula": "C31H52N2O3P2Y",
  "method": "the ωB97M-V functional and the def2-TZVPD basis",
  "fmax_ha_per_bohr": 0.0422,
  "total_energy_ha": -2268.50493,
  "total_charge": 1,
  "gap_ev": 6.55,
  "e_above_lowest_ev": 0.000,
  "elements": ["Y", "C", "C", "C", "C", "C", "C", "H", "H", "H", "C", "H", "H", "H", "C", "H", "H", "H", "C", "H", "H", "H", "C", "H", "H", "H", "C", "C", "C", "C", "C", "C", "C", "C", "H", "H", "H", "H", "H", "H", "H", "H", "H", "H", "H", "H", "P", "C", "C", "P", "C", "C", "C", "H", "H", "H", "H", "H", "H", "H", "H", "H", "H", "H", "H", "H", "H", "C", "C", "C", "C", "C", "C", "O", "N", "C", "O", "N", "C", "O", "H", "H", "H", "H", "H", "H", "H", "H", "H", "H", "H"],
  "positions_angstrom": [[0.561, -0.200, 2.185], [-2.437, -1.996, 2.361], [-2.125, -3.086, 1.527], [-0.218, -2.573, 2.698], [-1.266, -1.661, 3.101], [-0.770, -3.423, 1.708], [-3.782, -1.414, 2.578], [-4.344, -1.388, 1.638], [-3.700, -0.391, 2.957], [-4.377, -1.995, 3.301], [-1.159, -0.568, 4.120], [-2.164, -0.383, 4.512], [-0.861, 0.467, 3.740], [-0.522, -0.826, 4.979], [1.119, -2.754, 3.339], [1.010, -3.149, 4.362], [1.760, -1.842, 3.445], [1.704, -3.480, 2.757], [-0.038, -4.556, 1.090], [-0.076, -5.457, 1.725], [1.021, -4.308, 0.945], [-0.450, -4.827, 0.111], [-3.069, -3.830, 0.651], [-3.292, -4.816, 1.082], [-2.642, -4.000, -0.348], [-4.015, -3.294, 0.538], [-1.337, 1.161, -0.370], [-2.442, 0.409, -0.337], [-2.877, -0.661, -1.283], [-1.791, -1.252, -2.210], [-0.613, -1.846, -1.526], [0.482, -1.180, -1.135], [0.837, 0.246, -1.453], [-0.309, 1.292, -1.454], [-3.698, -0.310, -1.934], [-1.472, -0.486, -2.944], [-3.307, -1.470, -0.675], [-0.745, 1.352, -2.460], [-1.150, 1.842, 0.481], [-3.136, 0.559, 0.510], [0.172, 2.270, -1.293], [1.589, 0.577, -0.716], [1.271, -1.726, -0.583], [1.344, 0.363, -2.431], [-2.277, -2.054, -2.796], [-0.665, -2.928, -1.348], [-0.953, 0.297, -5.202], [-1.103, 2.125, -5.422], [-2.245, -0.149, -6.460], [1.325, -1.526, -5.979], [0.513, 0.117, -6.346], [0.711, -2.430, -7.486], [2.950, -1.092, -6.751], [-0.246, 2.614, -4.944], [-2.027, 2.459, -4.935], [-1.127, 2.372, -6.493], [-2.131, 0.480, -7.353], [-3.224, 0.037, -6.003], [-2.180, -1.209, -6.731], [2.813, -0.776, -7.794], [3.576, -1.991, -6.706], [3.419, -0.292, -6.169], [1.233, 0.931, -6.145], [0.173, 0.151, -7.401], [1.259, -3.379, -7.522], [0.922, -1.850, -8.394], [-0.360, -2.645, -7.408], [0.745, 2.860, 5.990], [1.359, 3.872, 5.030], [2.300, 3.225, 3.976], [2.807, 4.229, 2.867], [2.020, 5.525, 2.775], [3.551, 2.651, 4.687], [4.628, 3.217, 4.739], [3.371, 1.420, 5.364], [2.705, 0.383, 4.717], [2.744, -0.798, 5.018], [1.957, 0.817, 3.641], [1.608, 2.064, 3.339], [0.647, 2.097, 2.457], [-0.100, 2.330, 5.522], [0.344, 3.402, 6.854], [1.492, 2.135, 6.347], [0.559, 4.405, 4.495], [1.942, 4.637, 5.575], [3.864, 4.468, 3.064], [2.784, 3.723, 1.892], [1.927, 5.998, 3.762], [2.522, 6.241, 2.110], [1.015, 5.352, 2.370], [4.168, 1.091, 5.908]]
}


[2]
{
  "formula": "C9H18N2Si",
  "method": "the ωB97M-V functional and the def2-TZVPD basis",
  "fmax_ha_per_bohr": 0.0830,
  "total_energy_ha": -752.68576,
  "gap_ev": 9.67,
  "smiles": "C/C=C(/C#N)N(CC)[Si](C)(C)C",
  "e_above_lowest_ev": 1.134,
  "elements": ["C", "C", "C", "C", "N", "N", "C", "C", "Si", "C", "C", "C", "H", "H", "H", "H", "H", "H", "H", "H", "H", "H", "H", "H", "H", "H", "H", "H", "H", "H"],
  "positions_angstrom": [[-2.307, -1.470, -1.451], [-2.504, -0.161, -0.930], [-1.533, 0.404, -0.202], [-1.738, 1.743, 0.339], [-1.914, 2.855, 0.566], [-0.255, -0.293, 0.181], [-0.404, -0.969, 1.502], [-0.119, -0.118, 2.826], [1.257, 0.335, -0.455], [0.892, 0.274, -2.284], [2.590, -1.073, 0.215], [1.592, 2.229, 0.032], [-2.457, -1.568, -2.562], [-1.331, -1.860, -1.196], [-3.097, -2.112, -0.930], [-3.449, 0.296, -1.248], [0.277, -1.880, 1.253], [-1.444, -1.407, 1.650], [0.971, -0.142, 2.809], [-0.449, 0.897, 2.737], [-0.597, -0.471, 3.669], [1.467, -0.397, -2.895], [-0.139, 0.142, -2.393], [1.131, 1.197, -2.764], [2.236, -1.514, 1.145], [2.681, -1.810, -0.587], [3.577, -0.722, 0.495], [1.603, 2.729, -0.875], [0.925, 2.624, 0.771], [2.535, 2.242, 0.582]]
}


[3]
{
  "formula": "C3H8N2",
  "method": "the ωB97M-V functional and the def2-TZVPD basis",
  "fmax_ha_per_bohr": 0.0579,
  "total_energy_ha": -228.54967,
  "gap_ev": 9.68,
  "smiles": "C/C=N/NC",
  "e_above_lowest_ev": 2.694,
  "elements": ["C", "C", "N", "N", "C", "H", "H", "H", "H", "H", "H", "H", "H"],
  "positions_angstrom": [[2.283, -0.051, 0.022], [0.824, -0.007, -0.017], [0.009, -0.982, -0.081], [-1.378, -0.830, 0.180], [-1.973, 0.447, -0.043], [2.750, -0.881, -0.617], [2.728, 0.923, -0.170], [2.587, -0.301, 1.000], [0.423, 1.027, 0.079], [-1.855, -1.640, -0.200], [-3.106, 0.254, 0.076], [-1.655, 0.882, -0.982], [-1.638, 1.160, 0.751]]
}


[4]
{
  "formula": "C28H32LiN7O9P2S",
  "method": "the ωB97M-V functional and the def2-TZVPD basis",
  "fmax_ha_per_bohr": 0.0239,
  "total_energy_ha": -3235.27930,
  "total_charge": -2,
  "gap_ev": 5.74,
  "e_above_lowest_ev": 6.773,
  "elements": ["Li", "C", "C", "C", "C", "C", "N", "C", "C", "C", "C", "C", "C", "C", "N", "C", "C", "C", "N", "C", "C", "N", "C", "C", "C", "N", "H", "H", "H", "H", "H", "H", "H", "H", "H", "H", "H", "H", "H", "H", "H", "H", "H", "H", "N", "C", "C", "P", "O", "O", "O", "P", "O", "O", "O", "H", "H", "H", "H", "H", "H", "H", "H", "N", "C", "C", "C", "C", "C", "C", "S", "O", "O", "O", "H", "H", "H", "H", "H", "H"],
  "positions_angstrom": [[-1.286, -0.759, -0.196], [5.891, 1.438, -0.106], [4.486, 0.972, 0.147], [3.859, 1.175, 1.372], [2.583, 0.721, 1.598], [1.848, -0.018, 0.638], [0.611, -0.488, 0.920], [0.366, -0.753, 2.234], [1.260, -1.560, 2.971], [1.048, -1.895, 4.286], [-0.099, -1.467, 4.946], [-0.371, -1.835, 6.377], [-0.999, -0.682, 4.242], [-0.779, -0.302, 2.925], [-1.644, 0.627, 2.339], [-2.294, 1.593, 3.017], [-2.971, 2.357, 2.095], [-2.654, 1.772, 0.867], [-1.848, 0.742, 1.037], [2.490, -0.187, -0.609], [3.762, 0.323, -0.837], [1.902, -0.934, -1.644], [2.563, -1.818, -2.420], [1.665, -2.293, -3.349], [0.477, -1.620, -3.050], [0.636, -0.818, -2.013], [6.388, 1.672, 0.835], [6.464, 0.666, -0.621], [5.888, 2.332, -0.731], [4.388, 1.703, 2.157], [2.119, 0.915, 2.556], [2.147, -1.911, 2.461], [1.773, -2.509, 4.807], [0.496, -2.319, 6.824], [-0.622, -0.952, 6.968], [-1.215, -2.523, 6.438], [-1.903, -0.359, 4.737], [-2.215, 1.694, 4.082], [-3.601, 3.204, 2.285], [-2.973, 2.052, -0.117], [4.198, 0.204, -1.819], [3.593, -2.065, -2.258], [1.840, -3.012, -4.126], [-0.476, -1.695, -3.531], [-3.098, -4.004, -0.668], [-4.025, -2.891, -0.324], [-5.466, -3.300, -0.475], [-3.615, -2.768, 1.563], [-0.981, -3.238, 0.996], [-4.189, -1.527, 2.121], [-1.996, -2.262, 1.320], [-3.434, -1.652, -1.581], [-3.724, -0.187, -1.003], [-4.163, -1.864, -2.859], [-1.947, -1.890, -1.543], [-2.845, -4.490, 0.208], [-2.271, -3.417, -1.020], [-3.433, -4.624, -1.403], [-5.672, -4.224, 0.072], [-5.733, -3.417, -1.525], [-6.093, -2.522, -0.043], [-0.219, -2.643, 0.904], [-4.430, 0.186, -1.527], [-1.074, 1.564, -2.353], [-0.011, 2.403, -2.667], [0.413, 2.570, -3.989], [1.401, 3.492, -4.292], [1.976, 4.253, -3.297], [1.578, 4.085, -1.987], [0.598, 3.164, -1.668], [3.264, 5.430, -3.750], [3.641, 6.130, -2.521], [2.647, 6.309, -4.751], [4.341, 4.604, -4.305], [-1.217, 0.814, -3.014], [-1.037, 1.201, -1.409], [-0.039, 1.966, -4.769], [1.734, 3.649, -5.307], [2.042, 4.699, -1.229], [0.287, 3.011, -0.641]]
}


[5]
{
  "formula": "C3H13NO3",
  "method": "the ωB97M-V functional and the def2-TZVPD basis",
  "fmax_ha_per_bohr": 0.0775,
  "total_energy_ha": -402.55744,
  "gap_ev": 10.09,
  "smiles": "CCNCO.O.O",
  "e_above_lowest_ev": 0.626,
  "elements": ["C", "C", "N", "C", "O", "H", "H", "H", "H", "H", "H", "H", "H", "H", "O", "H", "H", "O", "H", "H"],
  "positions_angstrom": [[-0.135, 0.214, -1.583], [0.789, 1.207, -0.889], [1.990, 0.593, -0.262], [1.785, -0.213, 0.910], [1.055, -1.467, 0.704], [-1.016, 0.696, -2.012], [0.395, -0.304, -2.386], [-0.521, -0.517, -0.852], [0.263, 1.776, -0.037], [1.144, 1.936, -1.630], [2.536, 0.156, -1.015], [2.754, -0.435, 1.311], [1.200, 0.390, 1.622], [1.431, -1.911, 0.005], [-1.546, -0.920, 1.686], [-1.553, -1.068, 2.662], [-0.596, -1.160, 1.439], [-3.224, 0.648, -0.163], [-4.088, 0.264, 0.039], [-2.665, 0.114, 0.450]]
}